16
Properties=species:S:1:pos:R:3 method="wB97M-V/def2-TZVPD" total_charge=0 total_energy_ha=-325.79526 gap_ev=8.11 relative_energy_kj_mol=373.6 smiles="CC(=O)N=C(C)C" mol_weight_g_mol=99.13
C 0.172 1.584 -0.442
C -1.479 -0.808 0.284
C 0.834 -1.328 -0.674
C 0.769 1.123 1.226
C -0.005 -0.563 0.297
N 0.569 -0.131 1.456
O 1.233 2.069 1.799
H 1.093 2.025 -0.821
H -0.281 1.036 -1.273
H -0.534 2.358 -0.148
H -1.621 -1.751 0.827
H -1.885 -0.924 -0.720
H -2.009 -0.035 0.836
H 0.946 -2.328 -0.238
H 0.368 -1.430 -1.653
H 1.829 -0.897 -0.757